Record 1
The following is a DFT calculation (ωB97M-V/def2-TZVPD) of C4H3CrO2 as an isolated structure.

```
10
Properties=species:S:1:pos:R:3:forces:R:3
C -2.39364 -0.11762 -0.12299 -4.490 0.180 0.001
C -1.16633 -0.15275 -0.17115 4.432 -0.940 -0.062
C 0.18307 -0.21878 -0.16788 -4.655 3.531 0.596
C 1.25995 0.48909 0.17354 0.324 -2.076 -1.984
H 1.91460 -1.24428 -0.09561 2.660 2.368 1.354
H 1.44615 1.52172 -0.13250 -0.449 0.052 0.716
O -3.66870 -0.03539 -0.18378 3.315 -0.502 -0.526
H -4.09442 -0.00125 0.68753 -0.380 0.225 0.611
O 2.38806 -0.32211 0.22284 -4.701 -3.584 0.074
Cr 4.13127 0.08137 -0.21000 3.944 0.747 -0.780
```
Forces are in eV/Å.

Output
HOMO level (alpha / beta) in eV: -16.38 / -18.84
2S+1: 6
Net charge: +2

Record 2
The following is a DFT calculation (ωB97M-V/def2-TZVPD) of a 2-piece molecular cluster, C5H13NO3 overall.

```
22
Properties=species:S:1:pos:R:3:forces:R:3
C 1.35541 -1.25972 -1.19891 0.073 0.253 -0.509
C 0.88947 -0.48408 -0.00014 -2.036 -0.751 1.567
O 1.54926 -0.37202 1.01778 -0.757 0.334 -1.134
C -0.81555 -0.27241 0.10401 0.694 -0.681 0.437
C -1.31752 -1.64062 0.57752 0.243 -0.477 0.081
C -1.32465 0.78624 1.09108 0.543 0.338 -0.172
O -1.36684 -0.03269 -1.19277 0.350 0.311 -0.096
H 1.69922 -2.24558 -0.87835 0.072 0.156 0.125
H 2.17892 -0.72098 -1.67222 0.023 -0.114 0.142
H 0.57889 -1.39551 -1.94959 -0.095 0.131 0.114
H -0.83146 -1.95447 1.50557 -0.023 0.107 -0.059
H -1.14533 -2.41468 -0.17574 0.136 0.126 0.012
H -2.39827 -1.62723 0.76101 0.105 0.208 -0.042
H -1.16405 1.80087 0.71669 0.273 0.001 0.064
H -2.41196 0.71357 1.21856 0.163 -0.319 -0.044
H -0.85213 0.69214 2.07284 -0.020 -0.013 -0.177
H -2.33176 0.04138 -1.10558 0.428 -0.022 0.013
N 1.68564 2.49491 0.17440 -0.060 -0.461 0.022
O 1.24845 1.74349 -0.98266 -2.664 -0.637 0.597
H 2.56676 2.89905 -0.14613 -0.266 -0.080 -0.039
H 1.95305 1.76062 0.84407 0.024 0.246 -0.100
H 0.25442 1.48774 -0.78146 2.791 1.345 -0.803
```
Forces are in eV/Å.

Output
HOMO level in eV: -9.42
ΔE to the lowest compared entry with this formula, charge and spin in kJ/mol: 310.7

Record 3
The following is a DFT calculation (ωB97M-V/def2-TZVPD) of a 10-piece molecular cluster, C38H61NO27 overall.

```
127
Properties=species:S:1:pos:R:3:forces:R:3
C 2.89266 -0.52517 3.17920 -1.152 0.061 -0.209
C 2.71057 0.99501 3.33542 1.973 -0.757 0.295
C 3.83529 1.79627 2.62402 -1.335 0.688 0.336
O 3.02722 2.56826 1.70351 -0.247 0.546 -1.573
C 1.69012 2.40745 1.85677 -2.628 0.627 -1.147
O 0.74066 2.92870 1.20579 4.315 -1.893 2.405
O 1.47434 1.52963 2.86887 0.305 0.201 -0.600
H 3.72575 -0.82179 3.82224 -0.171 -0.113 -0.107
H 3.03072 -0.92605 2.16372 0.371 0.653 0.079
H 1.96620 -1.03066 3.48168 0.352 0.093 0.418
H 2.84901 1.25139 4.37556 -0.679 -0.147 0.488
H 4.65257 1.20570 2.19064 -0.734 -0.009 -0.627
H 4.33326 2.53285 3.25499 -0.208 -0.060 0.230
C -3.96243 -0.98714 -5.89205 0.756 0.603 0.509
C -3.22343 0.36262 -5.92765 -0.355 0.498 -1.581
C -4.04038 1.51597 -6.53343 -0.726 -0.022 -0.484
O -4.22209 2.40632 -5.43525 -0.927 1.702 -1.115
C -3.49160 2.07792 -4.41223 0.987 2.663 3.677
O -3.34032 2.76116 -3.36522 -0.644 -2.689 -3.634
O -2.87855 0.94638 -4.68282 1.116 -1.842 1.638
H -4.93269 -0.97926 -5.36945 0.635 0.022 0.107
H -3.22610 -1.68751 -5.52928 -0.276 -0.470 0.909
H -4.12990 -1.37605 -6.87963 -0.234 0.399 -0.823
H -2.26402 0.26029 -6.45836 -0.376 -0.202 0.064
H -5.04364 1.24910 -6.78554 -0.671 -0.737 -0.211
H -3.68690 2.00102 -7.46216 0.560 0.101 0.871
C 1.42197 -2.11847 -3.97259 -1.551 1.034 -0.304
C 0.55972 -1.29617 -3.04444 2.669 1.773 -0.701
C -0.56507 -0.57383 -3.77996 1.298 0.603 1.733
O -1.50853 -1.54188 -3.60616 -4.098 0.555 -3.897
C -1.30456 -2.31412 -2.63198 -1.303 -4.104 2.135
O -2.07131 -3.17497 -2.27044 0.298 0.712 0.095
O -0.09682 -2.14055 -2.15529 0.939 -0.097 1.552
H 0.73303 -2.75921 -4.49858 0.175 -0.795 -0.288
H 2.14713 -2.59720 -3.39055 1.030 -1.179 0.478
H 1.86307 -1.45379 -4.68936 0.488 0.312 -0.437
H 1.23180 -0.61524 -2.50127 -0.468 -0.027 0.219
H -0.39116 -0.38792 -4.82482 0.118 0.213 -0.291
H -0.96158 0.25625 -3.20939 0.459 0.822 -0.342
C -0.26549 2.86644 -2.08223 -0.444 0.447 1.631
C 1.10421 3.53424 -1.78739 -2.093 -2.271 1.370
C 2.32651 2.52127 -1.73326 -2.783 0.370 1.607
O 2.85264 2.70537 -2.99677 1.762 -1.128 -0.702
C 2.44079 3.85122 -3.51884 0.306 2.369 -0.970
O 2.93589 4.46569 -4.41309 0.380 -0.937 -0.439
O 1.40952 4.35053 -2.85528 0.130 0.843 -0.227
H -0.53987 2.12378 -1.31725 0.365 0.220 -0.083
H -0.35205 2.37576 -3.02010 0.371 -0.369 -1.065
H -1.10568 3.58822 -2.05897 0.623 -0.071 -0.104
H 0.96149 4.11011 -0.86736 0.548 -0.048 -0.245
H 2.02139 1.47508 -1.55141 -0.108 0.369 -0.457
H 2.93302 2.78231 -0.87200 0.863 0.336 -0.336
C -2.53825 1.41687 2.66090 -0.710 -1.281 0.417
C -1.60396 1.34055 3.87050 -0.259 -0.103 -0.646
C -1.23765 2.69731 4.41156 -1.547 0.364 -2.261
O -1.24319 2.52537 5.75989 1.628 0.688 2.605
C -1.83627 1.41067 6.09164 -2.340 -2.878 4.744
O -2.09800 1.02129 7.25333 1.241 1.665 -3.683
O -2.24392 0.70565 5.02749 0.777 0.568 -1.284
H -3.54481 1.74853 2.92475 0.205 0.512 0.509
H -2.78790 0.42677 2.25846 0.663 0.014 -0.067
H -2.18912 2.05789 1.86192 0.489 0.080 -0.061
H -0.64005 0.85835 3.67698 -0.503 -0.639 -0.202
H -2.04867 3.37542 4.20379 -0.233 0.655 -0.397
H -0.34241 3.07949 3.95523 0.557 0.216 0.398
C -0.46164 -2.18372 4.30615 0.055 0.556 0.350
C -0.05039 -3.48258 4.91020 -0.506 -0.487 -1.239
C 1.41993 -3.71715 4.98689 1.014 1.162 -3.303
O 1.63020 -4.30440 6.16114 -0.059 -2.229 4.788
C 0.50240 -4.19029 6.98491 0.609 -0.252 2.227
O 0.38848 -4.53777 8.16451 0.711 0.861 -3.959
O -0.41220 -3.54540 6.26372 -1.050 0.004 1.641
H -1.51288 -2.01958 4.51527 -0.094 0.350 -0.059
H -0.29288 -2.19535 3.25170 -0.157 -0.395 -0.851
H 0.16034 -1.34890 4.66237 -0.378 -0.181 0.453
H -0.57023 -4.33232 4.41577 0.356 0.508 0.029
H 2.04509 -2.82158 4.89198 -0.360 0.498 0.300
H 1.80109 -4.32431 4.17823 -0.246 -0.491 -0.279
C 4.69339 -0.08372 -3.59373 -0.884 0.598 0.417
C 5.08363 -0.82661 -2.30663 3.847 1.211 -1.965
C 4.85944 -0.08424 -0.95509 -1.039 -0.842 -0.596
O 3.74960 -0.90623 -0.49760 -0.051 0.930 0.917
C 3.65270 -2.02816 -1.22110 -3.777 -3.227 3.310
O 2.91588 -2.96615 -0.91249 1.208 2.126 -0.455
O 4.42221 -2.04398 -2.22434 0.634 -0.433 -1.855
H 3.63238 0.22520 -3.52626 0.214 -0.373 -0.011
H 4.80969 -0.64702 -4.54794 0.260 0.299 0.947
H 5.18527 0.89772 -3.61237 0.312 -0.415 -0.261
H 6.15358 -1.20316 -2.38822 -0.897 1.159 0.069
H 4.52269 0.98054 -0.96242 0.324 -0.927 -0.406
H 5.69802 -0.20961 -0.26692 -0.086 0.031 -0.076
C 3.13720 -5.29713 1.24809 -0.823 2.924 0.351
O 1.89031 -5.73228 0.68903 -1.332 -0.105 -0.004
C 0.75263 -5.10244 1.01928 0.551 5.229 4.639
O 0.71308 -4.10198 1.96313 0.305 -5.263 -4.954
O -0.32073 -5.48560 0.35529 1.594 -0.316 0.225
C -1.47969 -4.69986 0.59766 -0.145 2.317 0.806
H 3.85653 -5.14347 0.47543 0.210 -0.393 -0.847
H 3.53910 -5.88023 2.02471 -0.010 -1.515 0.757
H 3.02106 -4.28763 1.70690 -0.279 -0.648 -0.394
H -1.71982 -4.61716 1.64874 0.361 -0.199 0.421
H -2.33367 -5.11198 0.14571 -0.595 -0.968 -1.066
H -1.37507 -3.64712 0.24664 0.197 -0.925 0.060
C 0.39326 -0.77664 0.71780 0.036 -2.346 1.473
O -0.47368 -0.08448 -0.17605 -0.798 1.886 -0.891
C -1.74834 -0.37983 -0.18358 -4.900 -6.362 4.202
O -2.25861 -1.40922 0.69437 2.916 6.349 -5.333
O -2.59659 0.25019 -1.09484 3.894 0.042 1.143
C -3.88898 -0.30505 -1.33920 -0.502 -1.128 2.085
H 0.15133 -0.73936 1.81232 -0.257 0.622 -1.231
H 1.47390 -0.66924 0.58973 -0.394 1.408 -0.657
H 0.31203 -1.81854 0.45433 -0.363 -0.608 0.137
H -3.73462 -1.36484 -1.43297 -0.204 -0.606 -0.169
H -4.37188 0.06172 -2.24604 0.568 0.625 0.320
H -4.47085 -0.16976 -0.39214 0.064 0.094 -1.088
C -3.80445 3.57455 -0.25896 0.963 0.078 -0.239
C -3.48543 4.40408 0.99143 -0.705 -0.690 -0.350
C -2.09973 4.96561 0.83676 0.913 1.768 -0.774
C -1.33343 5.37490 2.04900 2.123 0.163 2.825
N -0.67751 5.64206 3.00494 -2.602 -0.905 -3.677
H -3.76096 4.24984 -1.16098 -0.011 -1.005 0.739
H -4.73904 3.02901 -0.23605 -0.466 0.321 0.109
H -3.04600 2.77848 -0.30682 -0.045 0.277 -0.555
H -3.55307 3.81598 1.90066 -0.215 -0.023 0.061
H -4.22523 5.18178 0.99027 -0.254 0.602 0.642
H -2.16024 5.87953 0.21498 -0.130 -0.040 0.372
H -1.52072 4.35541 0.13569 0.432 -0.422 0.810
```
Forces are in eV/Å.

Output
HOMO level in eV: -10.10
ΔE to the lowest compared entry with this formula, charge and spin in kJ/mol: 32.3

Record 4
The following is a DFT calculation (ωB97M-V/def2-TZVPD) of C24H21Br4F6N3O6S2SbTi as an isolated structure.

```
68
Properties=species:S:1:pos:R:3:forces:R:3
Ti 0.62838 -0.48354 -0.25206 1.086 -3.035 1.358
C -1.84428 -3.37831 4.36148 0.283 -0.119 -0.053
C -0.49078 -3.74526 3.75374 -0.494 -0.108 -0.118
N 0.47833 -2.67983 3.87586 0.259 0.170 0.020
C 1.44543 -2.75441 4.94712 0.324 0.030 0.115
C 2.74875 -3.39741 4.47338 -0.213 0.095 0.101
C 0.60559 -1.66732 2.98126 -0.846 0.436 -0.859
S -0.58521 -1.62610 1.66049 -0.054 0.073 0.488
N 1.48972 -0.74577 3.20680 0.637 0.139 0.184
C 1.81231 0.24973 2.35445 0.179 -0.156 1.468
O 1.46691 0.21919 1.09643 1.601 1.482 1.585
C 2.58203 1.35270 2.85213 -0.175 -0.004 -0.507
C 2.94577 2.40307 1.98268 -0.136 -0.107 -0.121
C 3.65308 3.48742 2.44618 0.087 0.161 0.085
C 4.03421 3.56082 3.78217 0.166 0.176 0.050
C 3.69374 2.52808 4.64979 0.022 0.045 0.027
C 2.97693 1.44350 4.20069 -0.088 -0.156 0.019
H -2.50941 -4.23411 4.28439 -0.174 -0.073 -0.002
H -2.27321 -2.54630 3.81072 -0.087 0.072 -0.038
H -1.74628 -3.09710 5.40871 0.008 0.037 0.162
H -0.64349 -3.99596 2.70473 0.078 -0.162 0.046
H -0.08441 -4.62874 4.25330 0.056 0.039 -0.084
H 1.01355 -3.33726 5.76504 -0.067 0.074 -0.029
H 1.64460 -1.73812 5.29432 -0.024 -0.135 0.104
H 2.55976 -4.40286 4.10440 0.021 -0.132 -0.039
H 3.47044 -3.44538 5.28575 0.130 -0.044 0.116
H 3.16981 -2.80642 3.66559 0.054 0.059 -0.080
H 2.65663 2.33529 0.94029 0.050 0.041 0.018
H 3.91631 4.29715 1.77737 0.000 -0.006 -0.104
H 4.60168 4.40860 4.13967 0.015 0.079 0.031
H 3.98908 2.58161 5.69061 0.007 -0.010 0.037
H 2.69502 0.64432 4.86799 -0.007 -0.067 0.063
Br -0.76841 6.08951 0.47898 -0.018 -0.119 -0.003
C -0.12738 4.44882 -0.17335 -1.101 -0.428 0.989
C 0.90126 4.42236 -1.11310 0.977 -0.590 -0.880
Br 1.65495 6.02805 -1.71980 0.034 0.007 -0.047
C 1.39646 3.20772 -1.57283 0.438 1.037 -0.416
Br 2.84954 3.12956 -2.76946 -0.080 -0.158 0.049
C 0.85586 1.99500 -1.14425 0.453 -0.695 -0.411
O 1.29939 0.83542 -1.49251 -0.054 2.144 -0.654
C -0.25662 2.02209 -0.21925 -0.518 -1.045 0.342
O -0.75843 0.88811 0.11697 -0.681 2.795 -0.436
C -0.67477 3.25907 0.28514 -0.435 1.332 0.558
Br -1.95018 3.24842 1.66698 0.181 -0.128 -0.172
F 1.87675 -1.73373 -0.44359 0.723 -0.443 -0.395
Sb -0.26842 -3.79275 -0.42620 -1.487 -4.152 -1.162
F -0.94727 -5.24933 0.85705 0.430 1.110 -0.643
F -2.27836 -3.18383 -0.11718 0.558 0.438 -0.160
F -1.11797 -4.22828 -2.21151 0.512 0.308 0.947
F -0.40279 -1.17668 -1.49763 -1.968 -0.860 -1.876
F 0.95461 -5.50367 -0.98453 -0.551 1.282 0.355
N -2.99679 -0.39989 -0.91913 -0.549 1.376 0.116
C -3.53225 0.82241 -0.78908 0.385 -1.200 -0.272
C -3.26089 1.82869 -1.74571 -0.005 0.802 -0.496
C -3.86908 3.06092 -1.65006 1.084 -0.869 -0.453
C -4.69972 3.32128 -0.57583 -0.697 1.451 0.068
C -5.03115 2.34653 0.34560 0.430 -1.184 0.515
C -4.42040 1.11593 0.26739 -0.693 0.445 0.594
S -5.54271 4.91638 -0.53454 -0.857 -0.584 -0.600
O -4.71559 5.85565 -1.26158 0.187 -0.098 0.073
O -5.82126 5.25861 0.84295 0.222 -0.183 0.081
O -6.71080 4.42583 -1.28549 0.240 0.440 0.245
H -2.28896 -0.57481 -1.61777 0.240 -0.287 -0.068
H -3.06683 -1.10127 -0.19634 0.037 -0.634 0.139
H -2.55037 1.61449 -2.53357 -0.028 -0.041 -0.110
H -3.68341 3.85782 -2.35425 0.095 0.005 -0.086
H -5.70848 2.59536 1.14541 -0.078 -0.001 0.142
H -4.57719 0.36546 1.02511 -0.127 -0.166 0.081
```
Forces are in eV/Å.

Output
HOMO level (alpha / beta) in eV: -1.16 / -3.20
ΔE to the lowest compared entry with this formula, charge and spin in kJ/mol: 251.4
2S+1: 4
Net charge: -2

Copy entry 1 word for word.
The following is a DFT calculation (ωB97M-V/def2-TZVPD) of C4H3CrO2 as an isolated structure.

```
10
Properties=species:S:1:pos:R:3:forces:R:3
C -2.39364 -0.11762 -0.12299 -4.490 0.180 0.001
C -1.16633 -0.15275 -0.17115 4.432 -0.940 -0.062
C 0.18307 -0.21878 -0.16788 -4.655 3.531 0.596
C 1.25995 0.48909 0.17354 0.324 -2.076 -1.984
H 1.91460 -1.24428 -0.09561 2.660 2.368 1.354
H 1.44615 1.52172 -0.13250 -0.449 0.052 0.716
O -3.66870 -0.03539 -0.18378 3.315 -0.502 -0.526
H -4.09442 -0.00125 0.68753 -0.380 0.225 0.611
O 2.38806 -0.32211 0.22284 -4.701 -3.584 0.074
Cr 4.13127 0.08137 -0.21000 3.944 0.747 -0.780
```
Forces are in eV/Å.

Output
HOMO level (alpha / beta) in eV: -16.38 / -18.84
2S+1: 6
Net charge: +2